# C5H3NO

The molecule C5H3NO (ωB97M-V with the def2-TZVPD basis set, the OMol25 dataset).

Values from the calculation:
HOMO in eV: -10.8
2S+1: 1
LUMO level in eV: -0.59
Relative energy (zero: lowest compared OMol25 entry of this formula, charge and spin) in kcal/mol: 42.1
Structure (SMILES): C#CCC(=O)C#N

Last column: Löwdin charge in e.
Positions of all 10 atoms, in Å:
C (2.27204, -0.24091, 0.43667)  0.131
C (1.10892, -0.49917, 0.26766)  -0.138
C (-0.29604, -0.86294, 0.08745)  -0.132
C (-1.23115, 0.20223, -0.45918)  -0.385
O (-2.22121, -0.09337, -1.08047)  0.132
C (-0.95645, 1.63353, -0.20734)  -0.105
N (-0.84651, 2.77616, -0.06238)  0.186
H (3.30824, -0.02001, 0.58257)  0.035
H (-0.41903, -1.69701, -0.60982)  0.134
H (-0.71880, -1.19850, 1.04484)  0.141

Cartesian forces, eV/Å:
-0.54 -0.10 -0.11
0.50 0.16 0.07
-0.04 -0.08 -0.03
-0.45 -0.20 -0.29
0.48 0.20 0.31
0.09 1.11 0.13
0.00 -1.19 -0.08
-0.24 -0.01 -0.04
0.16 0.00 0.13
0.03 0.11 -0.10


# C5H3NO

The molecule C5H3NO (ωB97M-V with the def2-TZVPD basis set, the OMol25 dataset).

Values from the calculation:
HOMO in eV: -9.5
2S+1: 1
LUMO level in eV: 0.61
Relative energy (zero: lowest compared OMol25 entry of this formula, charge and spin) in kcal/mol: 2.2
Structure (SMILES): N#Cc1ccco1

Last column: Löwdin charge in e.
Positions of all 10 atoms, in Å:
N (1.42570, -0.17161, 3.06374)  0.163
C (0.90561, -0.19837, 2.02980)  -0.131
C (0.30990, -0.15549, 0.73766)  -0.292
C (0.82329, 0.21234, -0.46874)  -0.004
C (-0.27848, 0.22445, -1.37192)  -0.049
C (-1.36135, -0.16104, -0.64705)  -0.099
O (-1.02448, -0.39452, 0.63889)  0.052
H (1.85818, 0.43787, -0.68158)  0.123
H (-0.25800, 0.53035, -2.40785)  0.109
H (-2.40037, -0.32398, -0.89294)  0.130

Cartesian forces, eV/Å:
-0.48 -0.10 -0.93
0.45 0.00 0.81
0.16 0.14 -0.15
-0.01 -0.03 0.18
-0.11 0.01 0.01
0.02 0.04 -0.20
0.03 0.01 0.06
-0.15 0.05 0.08
-0.06 -0.20 0.11
0.16 0.07 0.03


# C5H3NO2

The molecule C5H3NO2 (ωB97M-V with the def2-TZVPD basis set, the OMol25 dataset).

Values from the calculation:
HOMO in eV: -9.7
2S+1: 1
LUMO level in eV: -2.14
Relative energy (zero: lowest compared OMol25 entry of this formula, charge and spin) in kcal/mol: 85.6
Structure (SMILES): O=CC1=NC=CC1=O

Last column: Löwdin charge in e.
Positions of all 11 atoms, in Å:
O (-2.98140, 0.04788, -0.20906)  0.019
C (-1.98995, -0.70336, 0.19213)  -0.106
C (-0.51969, -0.49007, -0.02504)  -0.218
N (0.53807, -1.17911, -0.04496)  0.109
C (1.72625, -0.42946, -0.19137)  -0.125
C (1.44420, 0.83379, 0.10656)  0.001
C (-0.12742, 1.03480, -0.18057)  -0.196
O (-0.89804, 2.01703, 0.02808)  0.086
H (-1.98109, -1.88408, 0.32583)  0.147
H (2.61497, -1.07601, -0.13528)  0.119
H (2.17410, 1.82858, 0.13368)  0.165

Cartesian forces, eV/Å:
5.56 -3.87 2.74
-3.02 -1.23 -3.53
-0.43 4.59 -1.45
-2.36 -2.51 0.32
0.05 -0.10 1.71
1.41 5.07 -2.30
-1.31 1.97 3.81
3.82 -3.76 -1.47
-1.56 1.96 0.55
-0.21 0.97 -0.43
-1.93 -3.07 0.04


# C5H3NO2

The molecule C5H3NO2 (ωB97M-V with the def2-TZVPD basis set, the OMol25 dataset).

Values from the calculation:
HOMO in eV: -10.6
2S+1: 1
LUMO level in eV: -3.20
Relative energy (zero: lowest compared OMol25 entry of this formula, charge and spin) in kcal/mol: 136.6
Structure (SMILES): N#C/C(C=O)=C/C=O

Last column: Löwdin charge in e.
Positions of all 11 atoms, in Å:
N (-3.21838, -0.92842, 0.24244)  0.198
C (-2.13608, -0.48609, -0.04871)  -0.180
C (-0.86358, 0.01324, 0.15078)  -0.136
C (-0.51407, 1.54644, 0.28295)  -0.009
O (-1.25223, 2.60975, -0.34992)  -0.083
C (0.32580, -0.83399, -0.29042)  0.030
C (1.78998, -0.57941, -0.20584)  -0.127
O (2.36178, 0.54096, 0.35691)  -0.099
H (0.60421, 1.44008, 0.80446)  0.150
H (0.32913, -1.89615, -0.28842)  0.084
H (2.57345, -1.42641, -0.65421)  0.171

Cartesian forces, eV/Å:
4.67 1.94 -1.91
-6.31 -2.59 2.64
6.21 -0.11 -3.34
-2.21 3.76 -3.26
5.24 -7.72 4.84
-2.08 2.84 2.94
4.40 5.62 2.21
-3.44 -6.64 -3.32
-2.67 1.76 -1.28
-1.52 -0.99 -0.71
-2.29 2.14 1.20


# C5H3NO3

The molecule C5H3NO3 (ωB97M-V with the def2-TZVPD basis set, the OMol25 dataset).

Values from the calculation:
HOMO in eV: -9.0
2S+1: 1
LUMO level in eV: 0.59
Relative energy (zero: lowest compared OMol25 entry of this formula, charge and spin) in kcal/mol: 56.9
Structure (SMILES): O=C1Nc2coc(O)c21

Last column: Löwdin charge in e.
Positions of all 12 atoms, in Å:
O (-2.62655, -1.42156, 0.22403)  0.087
C (-1.71513, -0.67341, -0.07793)  -0.430
N (-1.83016, 0.63931, -0.11690)  0.145
C (-0.39096, 0.89606, -0.03182)  -0.102
C (0.81112, 1.41744, 0.10071)  -0.096
O (1.76160, 0.46240, 0.09716)  0.035
C (1.11301, -0.81727, -0.05233)  -0.224
O (1.84958, -1.96815, 0.00943)  0.139
C (-0.18947, -0.56294, -0.22434)  0.034
H (-2.70989, 1.21229, -0.12684)  0.187
H (1.23532, 2.38074, 0.32085)  0.125
H (2.69153, -1.56492, -0.12203)  0.100

Cartesian forces, eV/Å:
1.59 -0.24 -0.97
-1.49 -3.05 1.14
-0.46 5.31 -0.18
-1.35 -2.82 -1.42
-0.30 2.14 0.60
0.85 -3.70 -0.25
-0.54 0.70 0.17
-1.41 2.21 -0.09
-0.22 0.47 0.98
1.61 -0.83 0.28
-0.31 0.22 -0.15
2.02 -0.42 -0.11


# C5H3NO3

The molecule C5H3NO3 (ωB97M-V with the def2-TZVPD basis set, the OMol25 dataset).

Values from the calculation:
HOMO in eV: -8.8
2S+1: 1
LUMO level in eV: 0.29
Relative energy (zero: lowest compared OMol25 entry of this formula, charge and spin) in kcal/mol: 38.4
Structure (SMILES): Oc1coc2ncoc12

Last column: Löwdin charge in e.
Positions of all 12 atoms, in Å:
O (-2.18824, 1.27992, 0.35241)  -0.010
C (-1.26617, 0.23618, 0.35498)  -0.235
C (-1.30741, -0.95988, 0.94845)  -0.029
O (-0.13257, -1.64565, 0.77464)  0.098
C (0.61582, -0.84261, 0.02423)  -0.315
N (1.95118, -0.89145, -0.37452)  0.203
C (2.06726, 0.26605, -0.94299)  -0.149
O (0.93695, 1.02042, -0.96691)  0.107
C (0.02864, 0.28767, -0.31572)  -0.166
H (-1.50348, 2.17953, 0.26075)  0.230
H (-2.10606, -1.55469, 1.36371)  0.139
H (2.90410, 0.62452, -1.47904)  0.127

Cartesian forces, eV/Å:
3.57 2.93 -0.37
0.09 2.80 -1.22
-0.58 -0.98 0.34
0.25 -0.77 -0.06
1.99 -1.64 0.17
-0.80 0.29 0.29
-0.68 -1.14 0.20
0.35 1.85 -0.60
-1.49 -0.41 0.89
-3.35 -3.77 0.42
0.06 0.39 0.25
0.59 0.45 -0.32


# C5H3NO3S3

An isolated ion of composition C5H3NO3S3 and charge -2 (ωB97M-V with the def2-TZVPD basis set, the OMol25 dataset).

Values from the calculation:
HOMO in eV: 0.0
2S+1: 1
LUMO level in eV: 5.04
Total charge: -2

Last column: Löwdin charge in e.
Positions of all 15 atoms, in Å:
C (2.60655, 1.62414, 0.60876)  -0.571
C (0.83410, 0.32924, 0.18756)  -0.343
C (2.62167, -0.93054, -0.08275)  -1.229
C (-3.08942, -0.62319, -0.12865)  -0.869
C (-1.65961, -0.37731, -0.74362)  -0.248
N (1.36296, 1.43928, 0.40180)  -0.159
O (-4.10406, -0.26671, -0.68803)  -0.054
O (-3.01667, -1.39883, 0.84708)  -0.145
O (-1.25712, 1.06737, 1.44724)  -0.522
S (2.63029, -2.50241, -0.51664)  0.304
S (3.71574, 0.26943, 0.06323)  0.749
S (-0.77782, -0.16077, 0.85316)  0.874
H (3.31123, 2.54215, 0.38687)  0.029
H (-1.87075, 0.38824, -1.42812)  0.055
H (-1.30709, -1.40010, -1.20789)  0.128

Cartesian forces, eV/Å:
4.93 2.20 -0.57
1.48 -2.30 -1.07
-2.74 1.24 0.44
1.35 -2.74 0.38
-0.83 -2.82 1.16
-1.11 0.61 0.44
-1.57 1.62 -1.55
-0.14 -0.23 1.22
-1.19 1.84 1.21
0.19 -0.68 -0.19
-0.30 0.03 0.36
1.74 -1.33 -2.09
-2.29 -1.10 0.49
1.06 1.51 -1.02
-0.57 2.14 0.80


# C5H3NS2

The molecule C5H3NS2 (ωB97M-V with the def2-TZVPD basis set, the OMol25 dataset).

Values from the calculation:
HOMO (spin up / spin down) in eV: -8.6 / -8.6
2S+1: 1
LUMO level (spin up / spin down) in eV: -0.97 / -0.97
Relative energy (zero: lowest compared OMol25 entry of this formula, charge and spin) in kcal/mol: 73.1

Last column: Löwdin charge in e.
Positions of all 11 atoms, in Å:
C (-1.05289, 1.53813, 0.96757)  -0.035
C (-1.04550, 1.21363, -0.32961)  -0.098
C (-0.49870, 0.94417, 1.98200)  -0.046
C (0.41072, -0.30506, 1.45445)  -0.220
C (-0.78475, 0.29502, -1.08357)  -0.537
N (0.36387, -0.90707, 0.37495)  0.125
S (1.36637, -0.75285, -2.95875)  0.322
S (-0.65389, -0.51969, -2.57014)  0.481
H (-0.62496, 1.27811, 2.96070)  0.063
H (1.13076, -0.65209, 2.18075)  0.108
H (1.38899, -2.13232, -2.97835)  -0.163

Cartesian forces, eV/Å:
0.09 -0.68 -1.69
-0.92 2.65 3.90
-0.16 0.32 -2.15
-0.78 -0.49 -0.75
2.15 -3.44 -1.80
-0.33 1.55 0.09
-0.04 -0.61 0.01
-0.47 0.03 -0.18
0.59 -0.20 1.75
0.00 -0.02 0.54
-0.13 0.90 0.28


Number 1: largest force on an atom 0.023 Eh/bohr, total energy -322.2247 a.u.. Number 2: largest force on an atom 0.020 Eh/bohr, total energy -322.2882 a.u.. Number 3: largest force on an atom 0.142 Eh/bohr, total energy -397.3963 a.u.. Number 4: largest force on an atom 0.204 Eh/bohr, total energy -397.3150 a.u.. Number 5: largest force on an atom 0.104 Eh/bohr, total energy -472.6873 a.u.. Number 6: largest force on an atom 0.098 Eh/bohr, total energy -472.7168 a.u.. Number 7: largest force on an atom 0.106 Eh/bohr, total energy -1667.2266 a.u.. Number 8: largest force on an atom 0.093 Eh/bohr, total energy -1043.2181 a.u..